Model w:
A structure of composition C48H69AsN7O4OsPSTe. Source: OMol25; level of theory: the ωB97M-V functional and the def2-TZVPD basis.

Properties
<S²> = 8.79
2S+1 = 6
Charge = +3
Molecular weight = 1263.918 g/mol
Kohn-Sham gap (spin up / spin down) = 7.90 / 5.71 eV
HOMO energy (spin up / spin down) = -0.5257 / -0.5467 Ha

CARTESIAN COORDINATES (ANGSTROEM)
Os 0.0708 -0.0028 -0.6359
C -0.5359 -5.6142 -3.5656
C 0.8019 -5.2696 -2.9349
N 0.6270 -4.4664 -1.7053
C 0.6562 -5.2305 -0.4511
C 2.0723 -5.3932 0.0791
C 0.5253 -3.1472 -1.7772
S 0.3755 -2.2916 -0.2200
N 0.6207 -2.6042 -2.9800
C 0.4354 -1.3556 -3.3688
O -0.0221 -0.3810 -2.6749
C 0.7489 -1.0701 -4.7853
C 0.8309 -2.1060 -5.7168
C 1.1097 -1.8247 -7.0433
C 1.3271 -0.5137 -7.4466
C 1.2583 0.5223 -6.5231
C 0.9601 0.2440 -5.2016
H -0.3803 -6.2415 -4.4428
H -1.0579 -4.7091 -3.8790
H -1.1732 -6.1657 -2.8723
H 1.4285 -4.7070 -3.6199
H 1.3418 -6.1674 -2.6371
H 0.2111 -6.2013 -0.6689
H 0.0158 -4.7446 0.2771
H 2.7145 -5.8738 -0.6595
H 2.0675 -6.0177 0.9727
H 2.5070 -4.4251 0.3349
H 0.6595 -3.1241 -5.3971
H 1.1585 -2.6271 -7.7670
H 1.5536 -0.2991 -8.4826
H 1.4423 1.5409 -6.8386
H 0.9149 1.0378 -4.4700
C -4.0611 -1.4704 0.9790
As -2.2748 -2.1748 1.2682
C -2.5467 -4.0888 1.1823
C -1.8621 -1.8610 3.1338
H -4.7410 -2.0455 1.6097
H -4.3434 -1.5899 -0.0641
H -4.0975 -0.4218 1.2632
H -3.4374 -4.3198 1.7684
H -1.6922 -4.6001 1.6185
H -2.6956 -4.4133 0.1548
H -2.4875 -2.5321 3.7244
H -2.0720 -0.8253 3.3898
H -0.8117 -2.0787 3.3185
C -3.0266 4.1425 -2.1562
N -1.9258 4.6025 -1.1881
C -0.7996 5.2569 -2.0082
N -0.3407 4.3694 -3.0182
C -1.4351 3.9521 -3.8930
N -2.4932 3.2733 -3.1447
C -2.0495 1.9795 -2.6088
P -0.6394 2.1726 -1.4226
C -1.4150 3.4624 -0.3540
C 0.4282 3.2464 -2.4840
H -3.4290 5.0473 -2.6113
H -3.7920 3.6541 -1.5547
H -2.3102 5.3070 -0.5561
H -0.0121 5.5136 -1.3006
H -1.2321 6.1562 -2.4459
H -1.0487 3.2817 -4.6585
H -1.8557 4.8330 -4.3794
H -1.7366 1.3349 -3.4304
H -2.8832 1.4838 -2.1060
H -0.6892 3.8554 0.3588
H -2.2626 3.0437 0.1859
H 0.8154 2.6546 -3.3118
H 1.2657 3.6034 -1.8916
N 2.8269 5.0018 2.8265
C 2.9455 3.8321 1.8955
C 1.6736 3.8732 1.0318
O 0.8945 4.8284 1.2928
O 1.5294 2.9795 0.1849
H 3.5602 5.6962 2.7064
H 2.7921 4.7328 3.8065
H 1.8919 5.3953 2.5119
H 2.9732 2.9057 2.4590
H 3.8458 3.9189 1.2940
C 6.6513 -4.6156 5.9976
C 5.8025 -3.7828 5.0846
C 4.4745 -3.5012 5.3918
C 3.6815 -2.7348 4.5534
C 2.2535 -2.4511 4.9449
C 4.2498 -2.2254 3.3711
Te 3.0023 -1.0184 2.2134
N 0.3500 0.3818 1.1360
C 0.3003 1.0670 2.2873
O 1.2998 1.1734 3.0227
C -0.9997 1.6717 2.7306
C -2.1977 1.4373 2.0623
C -3.3846 1.9890 2.5244
C -3.3829 2.7861 3.6620
C -2.1919 3.0205 4.3384
C -1.0097 2.4621 3.8786
C 4.3633 0.4992 1.7433
C 4.5258 0.8678 0.4043
C 3.6674 0.3209 -0.7048
C 5.5126 1.8000 0.1026
C 6.3163 2.3652 1.0879
C 7.4216 3.3187 0.7332
C 6.0853 2.0108 2.4154
C 5.1161 1.0804 2.7735
C 4.9254 0.7437 4.2293
C 5.5844 -2.5110 3.0176
C 6.2356 -2.0456 1.7416
C 6.3269 -3.2905 3.8902
H 6.1365 -4.8426 6.9290
H 7.5833 -4.1014 6.2348
H 6.9170 -5.5586 5.5163
H 4.0503 -3.8877 6.3114
H 1.9837 -3.0124 5.8375
H 1.5540 -2.7451 4.1547
H 2.0886 -1.3920 5.1617
H -2.1906 0.8145 1.1749
H -4.3177 1.7972 2.0063
H -4.3074 3.2136 4.0278
H -2.1900 3.6301 5.2322
H -0.0804 2.6177 4.4093
H 3.4734 -0.7500 -0.6030
H 4.1441 0.4749 -1.6721
H 2.7060 0.8476 -0.7102
H 5.6704 2.0788 -0.9337
H 7.2930 3.7300 -0.2667
H 8.3843 2.8042 0.7570
H 7.4831 4.1420 1.4455
H 6.6918 2.4585 3.1969
H 5.3080 1.5490 4.8559
H 5.4606 -0.1676 4.5028
H 3.8714 0.6026 4.4832
H 5.5428 -2.0459 0.8972
H 7.0608 -2.7076 1.4845
H 6.6402 -1.0365 1.8386
H 7.3509 -3.5339 3.6283



Model x:
A structure of composition C48H69AsN7O4OsPSTe. Source: OMol25; level of theory: the ωB97M-V functional and the def2-TZVPD basis.

Properties
<S²> = 8.77
2S+1 = 6
Charge = +3
Molecular weight = 1263.918 g/mol
Kohn-Sham gap (spin up / spin down) = 7.73 / 5.81 eV
HOMO energy (spin up / spin down) = -0.5148 / -0.5259 Ha

CARTESIAN COORDINATES (ANGSTROEM)
Os 1.6920 0.8290 -0.4311
C -2.9773 2.1464 4.0097
C -1.5393 2.4097 4.4347
N -0.7290 2.9145 3.3394
C -0.5082 4.3449 3.2657
C 0.6789 4.7916 4.1155
C -0.2200 2.0608 2.4642
S 0.9443 2.6576 1.3162
N -0.4580 0.7670 2.6297
C -0.5082 -0.1448 1.6800
O -0.6048 0.1265 0.4441
C -0.4222 -1.5558 2.1136
C -0.8870 -1.9795 3.3560
C -0.7808 -3.3125 3.7130
C -0.2056 -4.2287 2.8440
C 0.2732 -3.8067 1.6117
C 0.1720 -2.4747 1.2498
H -3.5666 1.8930 4.8853
H -3.0192 1.3244 3.2981
H -3.3989 3.0400 3.5580
H -1.0839 1.4807 4.7850
H -1.5087 3.1485 5.2354
H -1.4209 4.8370 3.6083
H -0.3293 4.6111 2.2208
H 0.5418 4.5131 5.1582
H 0.7673 5.8721 4.0603
H 1.6031 4.3529 3.7436
H -1.3435 -1.2635 4.0224
H -1.1525 -3.6471 4.6696
H -0.1256 -5.2694 3.1258
H 0.7214 -4.5225 0.9382
H 0.5669 -2.1149 0.3032
C 2.1235 4.8272 -2.3260
As 1.5329 2.9569 -2.1413
C 1.5625 2.3449 -4.0032
C -0.3849 3.3191 -1.9462
H 1.3696 5.3657 -2.9031
H 3.0804 4.8780 -2.8384
H 2.2178 5.2871 -1.3426
H 0.9014 1.4822 -4.0959
H 2.5623 2.0501 -4.3184
H 1.2002 3.1399 -4.6540
H -0.8574 3.2801 -2.9270
H -0.5529 4.3042 -1.5127
H -0.8182 2.5640 -1.2846
C 4.8501 0.3315 4.2195
N 3.5087 -0.3791 4.3493
C 3.7568 -1.8761 4.1795
N 4.4110 -2.1341 2.9557
C 5.6844 -1.4388 2.8895
N 5.4771 -0.0045 2.9994
C 4.8347 0.5498 1.8333
P 3.1145 -0.1383 1.5454
C 2.5505 0.1114 3.3345
C 3.5942 -1.9386 1.7783
H 5.4826 0.0168 5.0535
H 4.6728 1.4091 4.2868
H 3.1242 -0.2078 5.2829
H 2.7891 -2.3855 4.2232
H 4.3914 -2.2029 5.0107
H 6.1827 -1.6699 1.9470
H 6.3254 -1.7703 3.7098
H 5.4438 0.3222 0.9578
H 4.7667 1.6388 1.9244
H 1.5911 -0.3977 3.4670
H 2.3798 1.1825 3.4865
H 4.1617 -2.2648 0.9025
H 2.6978 -2.5629 1.8473
N 6.6876 2.4121 -2.8970
C 6.2955 1.2866 -2.0379
C 4.7858 1.5813 -1.6896
O 4.3579 2.5968 -2.2642
O 4.1983 0.8171 -0.9171
H 7.4008 3.0182 -2.4884
H 5.6829 2.9132 -2.9151
H 6.9797 2.1421 -3.8373
H 6.8887 1.2163 -1.1277
H 6.3336 0.3363 -2.5654
C -7.5919 0.5480 -5.0969
C -6.2535 0.3980 -4.4621
C -5.5967 -0.8207 -4.4005
C -4.3823 -0.9733 -3.7428
C -3.7240 -2.3101 -3.7998
C -3.8036 0.1307 -3.1044
Te -2.0965 0.0268 -1.7767
N 0.4717 0.0324 -1.8690
C 0.2419 -0.9761 -2.5960
O -1.0268 -1.1877 -2.9710
C 1.2149 -1.9860 -3.0202
C 2.5348 -1.8954 -2.5756
C 3.4484 -2.8723 -2.9131
C 3.0544 -3.9443 -3.7036
C 1.7444 -4.0409 -4.1489
C 0.8222 -3.0694 -3.8065
C -2.9371 -1.3626 -0.4035
C -2.6539 -2.7137 -0.2136
C -1.7723 -3.5062 -1.1248
C -3.2185 -3.3509 0.8872
C -4.0241 -2.6882 1.7993
C -4.5433 -3.3702 3.0206
C -4.3105 -1.3485 1.5666
C -3.7668 -0.6736 0.4893
C -4.0708 0.7761 0.2872
C -4.4061 1.3903 -3.2322
C -3.8110 2.6669 -2.7156
C -5.6138 1.5008 -3.9065
H -8.0265 -0.4146 -5.3464
H -7.5170 1.1349 -6.0112
H -8.2712 1.0746 -4.4279
H -6.0366 -1.6843 -4.8755
H -3.7255 -2.6528 -4.8337
H -4.2724 -3.0470 -3.2149
H -2.7008 -2.2419 -3.4546
H 2.8238 -1.0525 -1.9467
H 4.4683 -2.8054 -2.5595
H 3.7646 -4.7131 -3.9669
H 1.4403 -4.8741 -4.7651
H -0.2001 -3.1490 -4.1394
H -2.3144 -3.7887 -2.0251
H -1.4510 -4.4196 -0.6305
H -0.8903 -2.9409 -1.4102
H -3.0113 -4.3991 1.0418
H -3.9488 -4.2461 3.2624
H -5.5751 -3.6873 2.8760
H -4.5321 -2.6942 3.8723
H -4.9557 -0.8193 2.2512
H -4.5958 1.1902 1.1453
H -4.6954 0.9215 -0.5954
H -3.1424 1.3393 0.1484
H -3.4689 3.2729 -3.5582
H -2.9667 2.4904 -2.0451
H -4.5689 3.2379 -2.1821
H -6.0706 2.4742 -4.0004



What should be chosen as the least stable of them? Choose model x.



Model w:
A structure of composition C8H12S. Source: OMol25; level of theory: the ωB97M-V functional and the def2-TZVPD basis.

Properties
2S+1 = 1
Charge = 0
Molecular weight = 140.251 g/mol
Kohn-Sham gap = 8.22 eV
HOMO energy = -0.2965 Ha

CARTESIAN COORDINATES (ANGSTROEM)
C -0.6935 -1.1519 0.4981
C 0.5569 -1.2542 0.2085
C 1.6270 0.3460 0.0589
C -1.3660 0.0776 0.7992
C -0.4092 1.2579 1.1800
C 0.7150 1.5040 0.1027
C 1.2722 -2.4828 -0.2478
C 0.1955 1.6091 -1.3640
S 3.1573 0.0449 0.2101
H -1.2740 -2.0278 0.2136
H -1.7983 0.3734 -0.0960
H -2.0643 0.0221 1.5955
H -1.0002 2.2324 1.2475
H 0.2190 0.9673 2.1016
H 1.4475 2.2470 0.4825
H 2.3498 -2.5468 0.2393
H 1.2314 -2.6077 -1.3548
H 0.7631 -3.2364 0.3585
H -0.1674 0.5486 -1.6414
H 1.0658 1.8839 -1.9780
H -0.5548 2.3386 -1.4171



Model x:
A structure of composition C8H12S. Source: OMol25; level of theory: the ωB97M-V functional and the def2-TZVPD basis.

Properties
2S+1 = 1
Charge = 0
Molecular weight = 140.251 g/mol
Kohn-Sham gap = 9.04 eV
HOMO energy = -0.2987 Ha

CARTESIAN COORDINATES (ANGSTROEM)
C 0.9813 1.6520 0.4197
C 0.3500 0.6680 -0.1796
C 1.2918 0.3242 -1.8289
C 0.6566 -0.2411 -2.8708
C 2.3672 2.0869 -0.0850
C -0.5035 -1.7063 -0.2187
C -1.4248 -0.0520 1.5816
C -0.8187 -0.1729 0.1109
S 2.7819 1.2355 -1.6585
H 0.7139 1.7630 1.5682
H 0.9296 -0.3661 -3.9436
H -0.2860 -0.6572 -2.6732
H 2.3410 3.1675 -0.3057
H 3.1054 1.7666 0.7031
H -1.3054 -2.3226 -0.4389
H 0.0606 -2.0106 0.5454
H 0.1017 -1.8229 -1.0893
H -1.1916 0.9314 1.9026
H -0.9245 -0.5401 2.2870
H -2.4181 -0.2947 1.5973
H -1.6901 0.1180 -0.5745



What should be chosen as the least stable of them? Choose model x.